Here is a molecular structure, C30H54BClO2P2Si2V in a non-equilibrium geometry from the Open Molecules 2025 dataset. Energies are from ωB97M-V/def2-TZVPD.

Properties
- energy above the lowest of the compared OMol25 structures with the same formula, charge and spin (kJ/mol) = 0.0
- ⟨S²⟩ = 0.924
- max |F| (Eh/bohr) = 0.154
- multiplicity = 2

The geometry in XYZ format:
```
93
Properties=species:S:1:pos:R:3:lowdin_spin:R:1
V -0.2081 -0.0612 -0.7264 1.27
C 1.4875 -0.1628 -1.8943 0.00
C 0.7217 -1.3441 -2.0833 0.02
C -0.5428 -0.9500 -2.6756 0.01
Si 1.5158 -3.0247 -1.7510 0.00
C -0.5441 0.4722 -2.8004 0.01
C 0.7188 0.9665 -2.2842 0.02
Si 1.5122 2.6798 -2.2536 0.00
H 2.5338 -0.1376 -1.6231 0.00
H -1.2930 -1.6331 -3.0442 0.00
H -1.2955 1.0792 -3.2822 0.00
Cl -5.3637 0.1237 1.3641 -0.03
C 3.3798 2.5990 -2.1908 0.00
C 1.0230 3.7300 -3.7195 0.00
C 3.3824 -2.9243 -1.6919 0.00
C 1.0363 -4.3140 -3.0148 0.00
H 1.6870 3.4896 -4.5605 0.00
H 1.1495 4.7974 -3.5003 0.00
H -0.0067 3.5679 -4.0480 0.00
H 3.7178 2.0802 -1.2883 0.00
H 3.8059 3.6104 -2.1840 0.00
H 3.7782 2.0750 -3.0686 0.00
H 1.6810 -4.1993 -3.8962 0.00
H -0.0025 -4.2371 -3.3458 0.00
H 1.1974 -5.3260 -2.6231 0.00
H 3.7840 -2.5608 -2.6461 0.00
H 3.8122 -3.9165 -1.5046 0.00
H 3.7121 -2.2525 -0.8930 0.00
C 0.8677 3.3346 -0.6068 0.00
C 0.8637 -3.3892 -0.0205 0.00
P -0.7596 2.6101 -0.2589 -0.03
H 0.8171 4.4329 -0.6305 0.00
H 1.5299 2.9844 0.2023 0.00
P -0.7619 -2.6114 0.1949 -0.03
H 1.5249 -2.9090 0.7194 0.00
H 0.8107 -4.4752 0.1431 0.00
C -1.2696 -3.0879 1.9290 0.00
C -1.8647 -3.7123 -0.8920 0.00
C -1.8609 3.5061 -1.5220 0.00
C -1.2656 3.3821 1.3662 0.00
C -1.0828 2.3790 2.4972 0.00
H -2.3419 3.5638 1.2117 0.00
C -0.5611 4.6961 1.7063 0.00
H 0.5050 4.5314 1.9158 0.00
H -1.0331 5.0820 2.6202 0.00
H -0.6601 5.4617 0.9262 0.00
H -1.5671 1.4174 2.2910 0.00
H -1.5360 2.7985 3.4034 0.00
H -0.0193 2.2057 2.6901 0.00
H -1.4136 3.2086 -2.4852 0.00
C -1.8377 5.0390 -1.4243 0.00
C -3.2925 2.9667 -1.4459 0.00
H -0.8284 5.4756 -1.4400 0.00
H -2.3689 5.3869 -0.5251 0.00
H -2.3751 5.4236 -2.3057 0.00
H -3.3595 1.9164 -1.7596 0.00
H -3.9222 3.5718 -2.1127 0.00
H -3.7010 3.0397 -0.4266 0.00
H -1.4196 -3.5849 -1.8930 0.00
C -3.2962 -3.1677 -0.9062 0.00
C -1.8404 -5.2050 -0.5307 0.00
H -0.8311 -5.6384 -0.4764 0.00
H -2.3826 -5.7361 -1.3291 0.00
H -2.3660 -5.3922 0.4180 0.00
H -3.3632 -2.1808 -1.3831 0.00
H -3.7063 -3.0777 0.1110 0.00
H -3.9243 -3.8720 -1.4690 0.00
C -1.0899 -1.9023 2.8676 0.00
C -0.5631 -4.3210 2.4940 0.00
H -2.3454 -3.2957 1.8073 0.00
H 0.5026 -4.1199 2.6718 0.00
H -0.6600 -5.2111 1.8593 0.00
H -1.0351 -4.5422 3.4611 0.00
H -0.0268 -1.6966 3.0286 0.00
H -1.5436 -2.1581 3.8326 0.00
H -1.5754 -0.9924 2.4960 0.00
C -2.4240 0.0178 0.1156 -0.20
H -3.0368 -0.0564 -0.7945 -0.01
H -2.7875 -0.7919 0.7665 0.00
H -2.7807 0.9274 0.6222 0.00
O 1.7320 -1.0203 1.7125 0.00
B 1.2125 0.0694 0.8987 0.00
O 1.7302 1.2789 1.5231 0.00
C 2.5281 0.9014 2.5535 0.00
C 3.1816 1.7017 3.4625 0.00
C 3.8504 1.0641 4.5084 0.00
C 3.8505 -0.3163 4.6242 0.00
C 3.1819 -1.1187 3.6980 0.00
C 2.5291 -0.4792 2.6686 0.00
H 3.1519 2.7802 3.3593 0.00
H 4.3896 1.6706 5.2548 0.00
H 4.3895 -0.7913 5.4607 0.00
H 3.1511 -2.1992 3.7753 0.00
```